The following is a DFT calculation (the ωB97M-V functional and the def2-TZVPD basis) of a molecular structure, C11H10ClNO2PbS at a distorted geometry.

The geometry in XYZ format:
```
27
Properties=species:S:1:pos:R:3
Cl 4.1003 1.9348 -0.5839
C -1.0172 0.3210 -2.6244
C -1.6133 -0.6824 -1.7903
C -0.5892 -1.5026 -1.2543
H -2.6804 -0.7644 -1.5450
C 0.6800 -1.0062 -1.7612
C 0.3950 0.1346 -2.6229
H 1.1959 0.7882 -3.0089
H -1.5430 1.1605 -3.0911
H -0.6590 -2.3384 -0.5349
C 2.0463 -1.5072 -1.3839
Pb 0.0558 0.8981 0.0009
C -2.2397 2.1436 0.0936
C 1.1391 2.7615 -0.0453
O -3.0648 2.8724 0.4052
O 1.5755 3.8126 0.1159
H 2.0816 -2.0011 -0.3801
H 2.8325 -0.7066 -1.3597
H 2.3510 -2.2788 -2.1286
S 0.4369 -0.9899 4.1185
C -1.3255 -0.8349 3.8256
C -1.6214 -0.3291 2.5365
N -0.3713 -0.1351 1.8786
C 0.7821 -0.3967 2.5712
H -2.1250 -1.0747 4.4714
H -2.5778 -0.0752 1.9932
H 1.7558 -0.2038 2.1037
```

Properties
Relative energy (zero: lowest compared OMol25 entry of this formula, charge and spin) in kcal per mole: 75.5
E in eV: -45735.763
Total charge: +2
Highest occupied orbital energy (alpha / beta) in eV: -15.7 / -15.8

***

The following is a DFT calculation (the ωB97M-V functional and the def2-TZVPD basis) of a molecular structure, C11H10ClNSeYb at a distorted geometry.

The geometry in XYZ format:
```
25
Properties=species:S:1:pos:R:3
C 2.2543 -2.3702 0.4911
C 2.1537 -1.5799 -0.6901
C 0.8305 -1.6813 -1.1834
H 2.9601 -1.0347 -1.1758
C 0.0684 -2.4512 -0.2701
C 0.9352 -2.8510 0.8018
H 0.6606 -3.4072 1.6786
H 3.1215 -2.4474 1.1509
H 0.4411 -1.2686 -2.1166
H -0.9858 -2.6930 -0.3852
Yb 1.2051 -0.5248 1.6862
Cl 2.3917 1.5863 1.6976
C -1.6134 2.6086 -0.5628
C -2.4188 1.5577 -1.0446
C -1.6996 0.9278 -2.1192
H -3.3660 1.2267 -0.6370
C -0.5599 1.6849 -2.3905
C -0.4482 2.6899 -1.3779
H 0.3826 3.3640 -1.2372
H -1.8199 3.2304 0.2918
H -2.1307 0.1864 -2.7806
H 0.1630 1.5075 -3.1810
Se -0.9918 1.0636 5.9471
C -0.8921 0.5064 4.2599
N -0.6420 0.1692 3.1468
```

Properties
⟨S²⟩: 0.75
Relative energy (zero: lowest compared OMol25 entry of this formula, charge and spin) in kcal per mole: 72.6
E in eV: -122458.537
Total charge: -1
Multiplicity: 2
Highest occupied orbital energy (alpha / beta) in eV: -2.7 / -2.7

***

The following is a DFT calculation (the ωB97M-V functional and the def2-TZVPD basis) of 2 unconnected molecules or ions with the total composition C11H10F4N2O2 at a distorted geometry.

The geometry in XYZ format:
```
29
Properties=species:S:1:pos:R:3
F -2.4657 1.0827 1.9569
C -1.3102 0.3816 1.9219
C -1.2932 -0.9439 2.1855
F -2.4232 -1.6140 2.4813
C -0.0542 -1.7265 2.2134
O -0.0329 -2.9560 2.3891
C 1.1684 -0.9281 2.0854
F 2.3342 -1.5690 2.2961
C 1.1460 0.3932 1.8124
F 2.2992 1.1132 1.7486
C -0.0937 1.1419 1.6703
O -0.1202 2.3746 1.5220
C 2.3094 2.7137 -1.5741
C 1.3712 1.8131 -2.3914
C -0.0606 2.1042 -1.9457
N 0.0595 3.1414 -0.9458
N -0.8999 3.9610 -0.6541
C -2.1396 3.8646 -0.9909
C 1.4460 3.5073 -0.6009
H 3.0306 2.1162 -1.0071
H 2.8637 3.4180 -2.2033
H 1.4607 2.0292 -3.4587
H 1.6157 0.7596 -2.2210
H -0.7214 2.4222 -2.7668
H -0.5296 1.1910 -1.5277
H -2.8402 4.4833 -0.4167
H -2.5105 3.2595 -1.8411
H 1.6452 3.2090 0.4398
H 1.5708 4.6007 -0.6521
```

Properties
Structure (SMILES): O=C1C(F)=C(F)C(=O)C(F)=C1F.C=NN1CCCC1
Relative energy (zero: lowest compared OMol25 entry of this formula, charge and spin) in kcal per mole: 4.0
E in eV: -29509.842
Total charge: 0
Highest occupied orbital energy in eV: -7.9

***

The following is a DFT calculation (the ωB97M-V functional and the def2-TZVPD basis) of a molecular structure, C11H10F9N5O3PdSe.

The geometry in XYZ format:
```
40
Properties=species:S:1:pos:R:3
Pd -0.4989 -1.5121 0.7174
N 2.1892 -2.2239 -0.4756
N 2.7733 -1.4549 0.5657
C 2.2463 -1.3803 1.7890
N 2.8708 -0.5351 2.6539
N 1.1208 -2.0415 2.0939
N 0.8695 -2.2755 3.4018
O -0.2882 -2.4209 3.7293
O 1.8139 -2.4156 4.2141
H 2.1446 -1.5825 -1.2671
H 1.1741 -2.3250 -0.2229
H 3.1977 -0.5823 0.2535
H 3.7561 -0.1642 2.3566
H 2.7937 -0.7920 3.6246
Se 2.0283 1.3944 -0.4710
C 1.9308 3.2817 -0.5598
C 2.1388 3.9903 -1.7547
C 2.0515 5.3753 -1.8039
C 1.7498 6.1108 -0.6629
C 1.5306 5.4269 0.5288
C 1.6182 4.0424 0.5802
H 2.3676 3.4291 -2.6521
H 2.2166 5.8856 -2.7479
H 1.6782 7.1918 -0.7028
H 1.2821 5.9776 1.4306
H 1.4355 3.5199 1.5108
F -3.4372 -1.2800 -3.2206
C -3.5404 -2.4723 -2.6046
F -4.8532 -2.8213 -2.6603
F -2.8850 -3.3568 -3.3663
C -2.9376 -2.4042 -1.1575
O -1.6261 -2.3342 -1.2098
C -3.4396 -3.6799 -0.3767
F -3.2466 -4.7952 -1.1143
F -4.7704 -3.6498 -0.0813
F -2.7965 -3.8603 0.7690
C -3.5362 -1.1232 -0.4505
F -4.7940 -0.7805 -0.8270
F -3.5720 -1.2805 0.8850
F -2.7559 -0.0812 -0.7148
```

Properties
Relative energy (zero: lowest compared OMol25 entry of this formula, charge and spin) in kcal per mole: 31.7
E in eV: -118443.532
Total charge: -2
Highest occupied orbital energy in eV: -0.5

***

The following is a DFT calculation (the ωB97M-V functional and the def2-TZVPD basis) of a molecular structure, C11H10INO5PtS6 at a distorted geometry.

The geometry in XYZ format:
```
35
Properties=species:S:1:pos:R:3
Pt -1.0515 0.4169 0.5123
O -3.0987 -4.8442 4.7465
C -2.7502 -3.9295 4.0372
S -2.5661 -4.0415 2.2889
C -2.0713 -2.3713 1.9677
C -1.9716 -1.5578 3.0569
S -1.5527 0.0972 3.0998
S -2.3356 -2.3265 4.6191
S -1.7856 -1.9910 0.3156
C 1.4563 1.6749 -2.7948
C 0.6007 0.4496 -2.6626
C -0.5298 0.3713 -3.6546
O 0.7646 -0.3874 -1.8094
H 1.4801 2.0534 -3.8138
H 2.4612 1.4927 -2.4284
H 0.9823 2.4225 -2.1517
H -0.1471 0.4023 -4.6734
H -1.1652 1.2363 -3.4828
H -1.1013 -0.5399 -3.4927
O -3.0651 1.0032 -0.0209
S -2.7233 2.4133 0.3041
O -2.5158 2.6563 1.7161
O -3.6388 3.3480 -0.3268
S -0.8943 2.6350 -0.5733
I 4.1523 2.7457 0.1510
C 2.9751 0.9809 0.3643
C 3.5404 -0.2444 0.0348
C 2.7254 -1.3628 0.2612
C 1.4430 -1.1982 0.7102
N 0.8999 0.0133 1.0014
C 1.7224 1.0898 0.8924
H 4.5389 -0.3318 -0.3607
H 3.1117 -2.3572 0.0882
H 0.7935 -2.0529 0.8477
H 1.3148 2.0323 1.2290
```

Properties
E in eV: -99657.307
Total charge: -2
Highest occupied orbital energy in eV: -0.2

***

The following is a DFT calculation (the ωB97M-V functional and the def2-TZVPD basis) of a molecular structure, C11H10N10O4PtS at a distorted geometry.

The geometry in XYZ format:
```
37
Properties=species:S:1:pos:R:3
Pt 1.1721 -1.0897 -0.9452
C -1.2565 3.1649 2.1895
C -1.4881 1.7709 1.6747
C -1.5611 1.5232 0.3063
C -1.6401 0.2283 -0.1801
C -1.6417 -0.8435 0.7029
C -1.6391 -0.6124 2.0678
C -1.5596 0.6888 2.5459
S -1.5083 -2.5112 0.0547
O -2.0269 -3.3965 1.0854
O -2.1980 -2.4819 -1.2121
N 0.0326 -2.7256 -0.1430
C 0.7435 -3.4364 0.9049
C 2.1467 -2.8784 1.1392
O 2.8785 -3.4150 1.9619
O 2.4957 -1.8828 0.3969
H -1.5802 3.9120 1.4639
H -0.1880 3.3166 2.3585
H -1.7857 3.3410 3.1286
H -1.5010 2.3534 -0.3892
H -1.6595 0.0319 -1.2443
H -1.6590 -1.4550 2.7467
H -1.5125 0.8631 3.6161
H 0.8419 -4.5037 0.6869
H 0.2221 -3.3619 1.8627
N 1.3640 1.8887 -2.6581
C 1.7794 1.8663 -1.3482
N 2.0611 2.9481 -0.6445
N 2.2936 2.4783 0.6012
N 2.1573 1.2021 0.6431
N 1.8602 0.7689 -0.5984
C 0.9104 0.7875 -3.3535
N 0.6263 0.8056 -4.6416
N 0.2819 -0.4705 -4.9212
N 0.3557 -1.2029 -3.8702
N 0.7569 -0.4333 -2.8372
H 1.4253 2.7607 -3.1511
```

Properties
E in eV: -48743.194
Total charge: -2
Highest occupied orbital energy in eV: -2.0

***

The following is a DFT calculation (the ωB97M-V functional and the def2-TZVPD basis) of a molecular structure, C11H10N2 at a distorted geometry.

The geometry in XYZ format:
```
23
Properties=species:S:1:pos:R:3
C 0.3114 -1.1263 1.9820
C 1.1866 -0.6966 0.6606
C 2.4939 -1.0885 0.4928
C 3.4094 -0.2372 -0.3113
C 2.8019 0.5233 -1.2364
C 0.6586 0.0854 -0.4420
C -0.8119 0.4002 -0.5367
C -1.8505 -0.4363 -0.0854
C -3.0612 -0.0189 -0.3897
C -3.4741 1.1957 -0.9754
C -1.2773 1.7265 -1.0371
H 0.3309 -2.3564 2.2714
H -0.7085 -0.6341 1.7085
H 0.9168 -0.4171 3.0734
H 2.8765 -1.9945 1.1493
H 4.5255 -0.4971 -0.1117
H 3.5139 0.8935 -1.8908
H -1.7308 -1.5692 0.2935
H -4.0674 -0.5564 -0.3031
H -4.4640 1.6411 -0.6300
H -0.4607 2.4595 -1.2242
N 1.4495 0.5200 -1.3264
N -2.5683 2.1833 -1.1314
```

Properties
Relative energy (zero: lowest compared OMol25 entry of this formula, charge and spin) in kcal per mole: 122.8
E in eV: -14544.249
Total charge: 0
Highest occupied orbital energy in eV: -8.9

***

The following is a DFT calculation (the ωB97M-V functional and the def2-TZVPD basis) of C11H10N2O in the gas phase at a distorted geometry.

The geometry in XYZ format:
```
24
Properties=species:S:1:pos:R:3
C -1.3484 0.9404 -1.1618
C 3.0623 -0.5325 -0.5286
C 3.0045 0.6269 0.2768
C 1.9803 -1.2808 -0.7066
C 1.8685 1.1215 0.7106
C 0.6177 -0.6697 -0.5130
C 0.5981 0.6095 0.1628
C -0.4436 -1.5293 -0.5714
C -1.7564 -1.4808 -0.0561
C -2.3022 -0.7873 0.9848
C -0.5428 1.3398 -0.0743
N -2.0746 0.6463 -2.0104
N -0.7026 2.6467 0.3238
O -3.6575 -0.8811 1.1849
H 4.0166 -0.8586 -0.9524
H 3.9760 0.9772 0.5625
H 2.0807 -2.2344 -1.2756
H 1.7583 2.0626 1.2353
H -0.1564 -2.5345 -1.0840
H -2.4421 -2.2061 -0.4516
H -1.7031 -0.4086 1.7979
H -1.6886 2.8075 0.5664
H -0.1203 3.1688 0.9705
H -4.0243 -1.5437 0.6096
```

Properties
Structure (SMILES): N#C/C(N)=c1/cccc/c1=C/C=C/O
Relative energy (zero: lowest compared OMol25 entry of this formula, charge and spin) in kcal per mole: 89.3
E in eV: -16592.711
Total charge: 0
Highest occupied orbital energy (alpha / beta) in eV: -7.0 / -6.9